Entry 1:
Entry from OMol25: a structure of composition C34H91AlF3N8O8S at a distorted geometry (ωB97M-V with the def2-TZVPD basis set).

The geometry in XYZ format:
```
146
Properties=species:S:1:pos:R:3:forces:R:3
N 2.6026 -1.2011 -1.3712 -0.1 -0.5 0.5
C 2.5425 -0.9569 0.1020 0.1 0.5 0.2
C 1.2940 -0.0384 0.4425 -0.5 -0.9 -0.3
C 1.3312 1.4224 -0.2008 0.4 0.4 0.9
C 2.7778 2.0563 -0.3807 0.1 0.6 -0.1
Al 2.5354 3.6280 -1.7089 0.1 -1.0 -0.3
S 4.2013 5.2180 -1.4527 0.3 0.7 -0.4
C 2.7260 2.7573 -3.5932 0.7 1.0 0.2
O 2.2437 1.3751 -3.4403 1.0 -1.4 -2.5
C 2.6700 0.5487 -4.4680 -1.6 0.2 1.7
F 1.7984 -0.5606 -4.4686 1.8 1.5 -0.3
F 2.5471 1.1412 -5.7202 0.7 -1.2 1.6
F 3.9566 0.0832 -4.2571 -1.9 0.7 -1.0
H 2.4806 -2.1949 -1.5907 -0.1 0.7 0.1
H 1.8808 -0.6696 -1.8637 0.4 -0.2 0.2
H 3.5050 -0.4322 0.4301 -1.3 -0.5 -0.4
H 2.5475 -1.9521 0.6624 -0.4 1.2 -0.6
H 0.3704 -0.5579 0.0061 1.2 0.5 0.7
H 1.1330 -0.0381 1.5677 0.3 0.3 -1.2
H 0.7714 2.1046 0.5295 0.6 -0.8 -1.0
H 0.7205 1.4693 -1.1642 0.9 -0.3 1.1
H 3.5342 1.3717 -0.8812 -1.0 0.5 0.6
H 3.2159 2.4250 0.6068 -0.6 -0.7 -1.2
H 1.0742 4.2535 -1.6720 -0.3 0.3 0.2
H 4.1240 6.1559 -2.4610 -0.2 -0.8 0.6
H 2.0947 3.2677 -4.3806 0.9 -0.6 0.6
H 3.8385 2.7311 -3.8663 -1.5 0.0 0.0
C -4.4064 -3.2406 1.9844 -0.2 -0.2 0.1
C -3.2330 -3.6647 1.1065 0.0 0.4 0.1
C -1.8861 -3.0514 1.5364 0.1 -0.1 -0.3
O -1.7201 -1.6876 1.1764 -0.1 -0.4 0.3
C -2.3491 -0.7669 2.0507 0.1 0.3 -0.3
N -3.5462 -3.3500 -0.2947 0.2 -0.1 0.0
H -4.7493 -2.2278 1.7664 0.1 0.0 0.0
H -5.2594 -3.9053 1.8205 0.1 0.0 0.0
H -4.1441 -3.2936 3.0440 0.0 0.0 0.0
H -3.1394 -4.7522 1.1996 0.1 0.0 0.0
H -1.0900 -3.5903 1.0125 0.0 0.1 0.0
H -1.7027 -3.1937 2.6087 -0.1 0.1 0.1
H -2.3297 -1.1069 3.0903 -0.1 -0.1 0.0
H -3.3764 -0.5821 1.7286 -0.1 0.0 0.2
H -1.8098 0.1807 1.9855 0.1 -0.1 0.0
H -2.8100 -3.7293 -0.8871 -0.1 0.0 0.0
H -3.4511 -2.3411 -0.4070 -0.1 -0.1 0.0
C 2.6292 5.8024 5.0687 0.1 0.1 0.3
C 2.7874 4.3245 4.7228 -0.2 0.3 -0.3
C 3.5208 4.0769 3.3897 -0.1 -0.3 -0.1
O 2.7311 4.3086 2.2341 0.3 0.1 0.4
C 2.6262 5.6702 1.8518 -0.4 -0.1 -0.2
N 1.4651 3.6860 4.7371 0.1 -0.1 0.0
H 1.8378 6.2862 4.4946 0.1 -0.1 0.0
H 2.3684 5.9179 6.1245 0.0 0.0 -0.1
H 3.5606 6.3482 4.8965 0.0 0.0 0.0
H 3.3934 3.8720 5.5158 0.0 -0.1 -0.1
H 3.7935 3.0170 3.3490 -0.1 0.0 -0.1
H 4.4604 4.6408 3.3357 0.0 0.1 0.0
H 3.5454 6.2275 2.0543 0.0 0.0 0.0
H 1.7757 6.1370 2.3562 0.1 0.2 0.1
H 2.4308 5.7050 0.7790 0.1 -0.1 0.1
H 1.5854 2.6835 4.6112 0.0 0.0 0.1
H 0.9787 3.9798 3.8903 0.0 0.0 0.1
C 2.0652 10.2275 10.0892 0.1 0.1 0.2
C 2.2218 8.7501 9.7404 -0.2 0.2 -0.3
C 2.9513 8.5050 8.4046 0.0 -0.3 0.0
O 2.1575 8.7394 7.2494 0.3 0.2 0.2
C 2.0537 10.1016 6.8735 -0.3 -0.2 -0.2
N 0.8996 8.1124 9.7586 0.2 -0.1 -0.1
H 1.2716 10.7117 9.5182 0.0 -0.1 0.0
H 1.8077 10.3402 11.1458 0.0 -0.1 -0.1
H 2.9959 10.7737 9.9151 0.0 0.0 0.0
H 2.8301 8.2962 10.5302 0.0 -0.1 -0.1
H 3.2236 7.4455 8.3612 -0.1 0.0 -0.1
H 3.8909 9.0689 8.3491 -0.1 0.1 0.0
H 2.9743 10.6564 7.0770 0.0 0.0 0.1
H 1.2064 10.5693 7.3800 0.1 0.2 0.0
H 1.8558 10.1405 5.8002 0.1 -0.1 0.1
H 1.0181 7.1099 9.6312 0.0 0.0 0.1
H 0.4094 8.4072 8.9147 0.0 0.0 0.1
C 1.0509 1.0177 -11.3276 0.1 -0.2 -0.2
C 1.4024 0.9775 -9.8429 -0.2 0.4 -0.1
C 0.1900 1.1910 -8.9154 0.2 -0.1 0.3
O -0.2481 2.5413 -8.8216 -0.2 -0.3 -0.2
C -1.0685 2.9696 -9.8931 0.2 0.3 0.2
N 2.4643 1.9552 -9.5769 -0.1 -0.1 0.2
H 0.8951 2.0335 -11.6948 0.0 0.0 0.1
H 1.8644 0.5894 -11.9195 0.0 0.1 0.1
H 0.1488 0.4356 -11.5345 0.0 0.0 0.0
H 1.7989 -0.0216 -9.6335 0.0 0.1 0.1
H 0.4913 0.9099 -7.9017 0.0 0.1 0.0
H -0.6449 0.5314 -9.1845 0.0 0.1 -0.2
H -1.7126 2.1672 -10.2647 0.1 0.0 0.0
H -0.4538 3.3709 -10.7022 -0.1 -0.1 -0.2
H -1.7018 3.7816 -9.5288 0.0 -0.1 0.1
H 2.7700 1.8515 -8.6115 0.1 0.0 -0.1
H 2.0364 2.8803 -9.5973 0.1 -0.1 -0.1
C -6.9244 -7.7042 -0.7952 -0.2 0.0 0.2
C -6.2184 -6.3711 -1.0275 0.2 -0.4 -0.2
C -6.0774 -5.9980 -2.5164 0.1 0.4 0.1
O -5.0576 -6.7100 -3.2083 -0.4 0.0 -0.1
C -5.4302 -8.0092 -3.6314 0.4 0.1 0.0
N -4.9160 -6.3965 -0.3533 0.1 0.1 -0.1
H -6.2793 -8.5624 -0.9926 0.0 0.1 -0.1
H -7.2459 -7.7848 0.2467 0.1 0.0 -0.1
H -7.8149 -7.7926 -1.4238 0.0 0.0 0.0
H -6.8317 -5.5963 -0.5554 0.1 0.1 -0.1
H -5.7864 -4.9446 -2.5711 0.1 -0.1 0.0
H -7.0351 -6.0833 -3.0455 0.0 -0.2 0.0
H -6.4838 -8.0613 -3.9214 0.0 0.0 0.1
H -5.2142 -8.7381 -2.8470 -0.2 -0.1 0.0
H -4.8189 -8.2695 -4.4984 0.0 0.1 0.0
H -4.4961 -5.4704 -0.4213 -0.2 0.1 0.1
H -4.2976 -6.9847 -0.9113 -0.1 0.0 0.1
C 8.4096 1.5375 -1.3512 0.0 -0.3 -0.1
C 7.5014 2.7053 -1.7275 0.3 0.2 0.3
C 8.1796 3.7445 -2.6421 -0.4 0.1 0.0
O 9.0936 4.6118 -1.9762 0.2 -0.2 -0.3
C 10.3764 4.0564 -1.7572 -0.2 0.3 0.2
N 6.9831 3.3211 -0.5027 0.1 0.2 -0.2
H 9.1373 1.8023 -0.5817 0.0 0.1 0.0
H 7.8150 0.7113 -0.9526 0.0 0.1 0.0
H 8.9531 1.1638 -2.2239 0.0 0.0 0.0
H 6.6547 2.2880 -2.2829 0.0 0.2 0.0
H 7.3981 4.3966 -3.0434 0.1 0.0 0.1
H 8.6604 3.2677 -3.5063 0.2 -0.1 0.1
H 10.6821 3.3924 -2.5713 -0.1 -0.1 0.0
H 10.3998 3.5253 -0.8028 0.1 -0.2 -0.1
H 11.0934 4.8787 -1.6928 -0.1 0.0 -0.1
H 6.2957 4.0290 -0.7618 -0.1 -0.2 0.0
H 7.7430 3.8599 -0.0881 0.0 -0.1 0.0
C -8.8732 -12.9349 2.5432 0.0 -0.3 0.0
C -9.7859 -11.7727 2.1626 0.4 0.1 0.2
C -9.1084 -10.7275 1.2540 -0.3 0.2 0.0
O -8.2077 -9.8580 1.9272 0.0 -0.3 -0.3
C -6.9203 -10.4083 2.1546 0.0 0.3 0.3
N -10.3161 -11.1610 3.3874 0.0 0.2 -0.2
H -8.1527 -12.6667 3.3173 0.0 0.1 -0.1
H -9.4649 -13.7656 2.9369 0.0 0.1 0.0
H -8.3222 -13.3035 1.6741 0.0 0.0 0.0
H -10.6263 -12.1946 1.6009 0.0 0.1 0.0
H -9.8914 -10.0789 0.8480 0.1 0.0 0.1
H -8.6192 -11.1991 0.3926 0.1 -0.1 0.1
H -6.6042 -11.0688 1.3420 -0.1 0.0 0.0
H -6.9013 -10.9407 3.1080 0.1 -0.2 -0.1
H -6.2079 -9.5836 2.2263 -0.1 0.0 -0.1
H -11.0048 -10.4577 3.1301 0.0 -0.1 0.1
H -9.5613 -10.6188 3.8065 -0.1 -0.1 0.0
```
Forces are in eV/Å.

M: 856.2 g mol⁻¹
E: -90617.747 eV
total charge: -1

Here are the Mulliken charges for atoms 1 to 2, given in e:
1 N -0.3897
2 C -0.7054


Entry 2:
Entry from OMol25: a structure of composition C22H19Cl5IrN4OS2 at a distorted geometry (ωB97M-V with the def2-TZVPD basis set).

The geometry in XYZ format:
```
54
Properties=species:S:1:pos:R:3:forces:R:3
Ir 0.9792 -0.7662 -0.6118 -0.9 0.3 0.4
C -1.9070 -4.4128 1.9684 0.0 0.1 -0.1
S -2.4780 -2.7052 1.9296 -0.1 -0.1 0.1
C -1.2547 -1.8884 1.0551 -0.2 0.1 0.0
S 0.1791 -2.6186 0.4962 0.4 -0.7 0.0
N -1.5221 -0.5861 0.8946 0.2 0.0 0.1
N -0.6371 0.0398 0.1669 0.1 0.0 0.2
C -0.7048 1.5064 0.1712 -0.1 -0.1 -0.1
C -0.0421 1.9404 -1.1275 0.1 0.1 0.0
C -0.3709 3.0899 -1.8104 0.0 0.0 0.0
C 0.3302 3.4061 -2.9689 0.0 0.0 0.0
C 1.3475 2.5704 -3.3901 0.0 0.0 0.0
C 1.6414 1.4463 -2.6392 0.0 0.1 0.0
N 0.9646 1.1365 -1.5267 0.4 0.0 -0.5
H -2.4803 -4.8974 2.7551 0.0 0.0 0.0
H -0.8474 -4.4634 2.2054 0.0 0.0 0.1
H -2.1086 -4.8947 1.0143 0.0 0.0 0.0
H 1.1700 2.0400 0.9061 0.0 0.1 0.0
H -1.1553 3.7376 -1.4441 0.0 0.0 0.0
H 0.0824 4.2982 -3.5284 0.0 0.0 0.0
H 1.9119 2.7792 -4.2877 0.0 0.0 0.0
H 2.4376 0.7710 -2.9218 0.0 0.0 0.0
O 2.1465 -0.1098 1.3212 0.0 0.3 0.1
C 1.6768 -0.4799 2.6468 0.0 0.1 0.0
C 1.9258 0.6078 3.6804 -0.1 0.0 -0.2
C 1.4164 2.0086 3.2688 0.0 0.1 0.1
C 0.1099 1.9341 2.5371 -0.2 0.2 0.2
C -1.1067 1.8317 3.2788 0.3 -0.1 0.0
C -2.3612 1.9777 2.8053 -0.2 0.1 -0.3
C -2.8113 2.1628 1.4380 0.0 0.2 0.4
C -2.1097 2.0138 0.3161 0.1 -0.3 -0.2
N 0.2107 1.9911 1.2342 -0.1 -0.3 -0.1
H 3.1118 -0.0853 1.3107 0.0 -0.1 -0.1
H 2.1394 -1.4158 2.9564 0.0 0.0 0.0
H 0.6114 -0.6640 2.5245 0.0 0.0 0.0
H 2.9916 0.6983 3.8946 0.0 0.0 0.1
H 1.4411 0.2802 4.6020 0.0 0.0 0.0
H 2.1550 2.4924 2.6282 0.0 0.0 0.0
H 1.3099 2.6338 4.1549 0.0 0.0 0.0
H -0.9820 1.7384 4.3499 0.0 0.0 0.0
H -3.1425 2.0157 3.5563 0.0 -0.1 0.0
H -3.8535 2.4347 1.3246 0.0 0.0 0.0
H -2.6295 2.1371 -0.6269 0.0 0.1 0.0
Cl 2.8241 -1.7432 -1.9253 0.0 -0.2 0.0
C 1.3879 -2.1315 -2.8971 0.0 0.0 -0.1
C 0.2708 -1.6167 -2.2816 0.1 0.1 0.0
C -0.9467 -1.8900 -2.8734 -0.1 0.1 -0.1
Cl -2.4084 -1.2922 -2.1689 0.1 0.0 0.0
C -0.9966 -2.6416 -4.0568 0.0 0.0 0.0
Cl -2.5078 -2.9894 -4.7743 0.0 0.0 0.0
C 0.1768 -3.1172 -4.6558 -0.1 0.0 -0.1
Cl 0.1109 -4.0068 -6.1131 0.0 0.0 0.0
C 1.4144 -2.8679 -4.0589 0.1 0.0 0.0
Cl 2.8889 -3.4361 -4.7029 0.0 0.0 0.0
```
Forces are in eV/Å.

2S+1: 2
M: 789.0 g mol⁻¹
expectation value of S²: 0.759
E: -118236.681 eV
total charge: +2

Here are the natural (NBO) charges for atoms 1 to 2, given in e:
1 Ir 0.7496
2 C -0.7581


Entry 3:
Entry from OMol25: a cluster of 10 separate species, BH22O9 in total at a distorted geometry (ωB97M-V with the def2-TZVPD basis set).

The geometry in XYZ format:
```
32
Properties=species:S:1:pos:R:3:forces:R:3
B -0.0875 0.4951 0.1777 -0.4 -2.3 -1.5
H -0.0899 1.5526 0.4821 -0.8 3.3 0.9
H 1.0354 0.4241 -0.1679 1.3 -0.9 -0.2
H -0.4178 -0.2175 1.0683 0.0 -0.7 0.7
H -0.7730 0.2212 -0.8206 -0.1 0.3 0.2
O -2.4564 -1.7461 -3.3757 -5.3 2.7 1.7
H -2.4112 -1.6698 -2.4053 0.5 -0.5 -0.6
H -1.7267 -2.1111 -3.7033 4.7 -2.3 -1.6
O -0.2763 3.4697 -2.0814 -2.0 0.9 0.5
H -0.6157 3.0015 -1.3040 0.1 0.0 -0.3
H 0.5525 3.0620 -2.2461 1.3 -0.6 -0.1
O -3.2423 0.7109 0.8418 3.4 -2.1 2.8
H -2.2968 0.4939 0.5350 -2.2 1.0 -0.2
H -3.8386 1.0698 0.2563 -1.1 1.1 -2.6
O -0.0207 -2.5665 3.3192 -2.1 2.0 2.0
H 0.2567 -2.8497 2.4802 0.4 -0.3 -1.9
H -0.6968 -1.8197 3.1944 1.7 -1.7 -0.1
O 0.9179 1.6979 3.2723 -0.4 2.1 0.4
H 0.5582 1.3743 2.4659 -0.3 -1.8 -1.5
H 0.5519 2.5968 3.0849 0.7 -0.4 1.0
O -1.9383 -2.5065 -0.8141 -1.8 -1.8 -0.2
H -1.5725 -1.7282 -0.4391 0.4 1.5 1.0
H -2.8272 -2.6920 -0.4107 1.5 0.6 -0.3
O 1.9786 2.1207 -2.2269 3.8 1.0 1.5
H 1.7910 1.2583 -1.9645 -2.3 -3.1 -0.1
H 2.7520 2.0388 -1.5613 -1.1 1.8 -1.4
O 1.4801 -2.7842 -1.1941 0.1 -2.8 -0.7
H 0.8375 -2.1445 -0.9360 0.5 1.5 0.3
H 2.4223 -2.6591 -1.3182 -0.6 1.3 0.4
O 3.6928 0.7093 1.7304 -0.1 0.0 0.9
H 3.5620 0.9376 2.6930 -0.4 -0.6 -1.8
H 2.8991 0.2605 1.3675 0.4 0.6 0.8
```
Forces are in eV/Å.

M: 177.0 g mol⁻¹
E: -19460.595 eV
total charge: -1

Here are the natural (NBO) charges for atoms 1 to 2, given in e:
1 B -0.8335
2 H -0.0231